# 1
Molecular formula: C28H75N5O8
Method: DFT, ωB97M-V/def2-TZVPD

Geometry (Å):
C: -16.11921 -15.35102 -0.78234
O: -17.18091 -15.18898 0.10912
C: -18.48895 -15.45088 -0.36900
C: -19.02464 -14.33335 -1.25864
N: -20.28851 -14.67801 -1.87791
C: -20.66389 -13.75170 -2.96024
C: -21.99333 -14.16206 -3.53162
O: -22.98846 -13.86666 -2.54908
C: -24.27588 -14.13210 -3.02932
H: -16.29215 -14.98205 -1.80239
H: -15.91744 -16.42938 -0.92781
H: -15.23460 -14.89047 -0.35390
H: -19.09018 -15.54136 0.53416
H: -18.51647 -16.41006 -0.91018
H: -18.28060 -14.04067 -1.99921
H: -19.15384 -13.48659 -0.56091
H: -21.02648 -14.59403 -1.18831
H: -19.89513 -13.69371 -3.73052
H: -20.78322 -12.76196 -2.49126
H: -22.00992 -15.25172 -3.65717
H: -22.20976 -13.63322 -4.46446
H: -24.29117 -15.15188 -3.45277
H: -24.65372 -13.44197 -3.78791
H: -24.95786 -14.21440 -2.18255
C: -23.04901 -14.18598 -13.09599
C: -24.07856 -15.28068 -13.40121
C: -24.79049 -15.60879 -12.10460
O: -25.64975 -16.71760 -12.28465
C: -26.05707 -17.30137 -11.06860
N: -25.05260 -14.67625 -14.32516
H: -23.58751 -13.30326 -12.74811
H: -22.53362 -13.88726 -14.01321
H: -22.27587 -14.46736 -12.38045
H: -23.56580 -16.14513 -13.83442
H: -25.33762 -14.71031 -11.79987
H: -23.99421 -15.89070 -11.40059
H: -26.38691 -18.32144 -11.24146
H: -26.88556 -16.70217 -10.66210
H: -25.26414 -17.27774 -10.31006
H: -24.60495 -14.48038 -15.21400
H: -25.78074 -15.35917 -14.51424
C: -26.77178 -15.50700 -5.76268
C: -26.42142 -16.13438 -7.09372
C: -25.45952 -17.30043 -6.93006
O: -24.26646 -16.70088 -6.47363
C: -23.10741 -17.51534 -6.37627
N: -27.63296 -16.62180 -7.78699
H: -27.55782 -16.05434 -5.24766
H: -27.05734 -14.46503 -5.91384
H: -25.87101 -15.52094 -5.14755
H: -25.89562 -15.47133 -7.79153
H: -25.25415 -17.73167 -7.92291
H: -25.84256 -18.07630 -6.25638
H: -23.23821 -18.51918 -6.78617
H: -22.80068 -17.56750 -5.33024
H: -22.34649 -16.97909 -6.94651
H: -27.30638 -17.09482 -8.62799
H: -28.20640 -15.88803 -8.19240
C: -16.30355 -15.45035 -4.95299
C: -16.17588 -16.83256 -4.35287
C: -17.03113 -17.85007 -5.09529
O: -18.35959 -17.40123 -5.18813
C: -19.05540 -17.49046 -3.96185
N: -14.74437 -17.25093 -4.41944
H: -15.92694 -15.44656 -5.98029
H: -15.85266 -14.60948 -4.42548
H: -17.36648 -15.19411 -5.03793
H: -16.47164 -16.83337 -3.30059
H: -17.01837 -18.81173 -4.55152
H: -16.62595 -18.08330 -6.08193
H: -19.84164 -16.74308 -3.97509
H: -18.41950 -17.31623 -3.08730
H: -19.40804 -18.51825 -3.79637
H: -14.23750 -16.81076 -3.65475
H: -14.72806 -18.22940 -4.12397
C: -20.82616 -14.73143 -9.20708
C: -19.85141 -14.52609 -8.06481
C: -20.28167 -13.44110 -7.09944
O: -20.58449 -12.29007 -7.80414
C: -21.01630 -11.19517 -7.03514
N: -19.68701 -15.78711 -7.32415
H: -21.29789 -13.78824 -9.48146
H: -21.61699 -15.40418 -8.85854
H: -20.35086 -15.10678 -10.11236
H: -18.91971 -14.18914 -8.55106
H: -19.51681 -13.32127 -6.31463
H: -21.20744 -13.76189 -6.58473
H: -22.00426 -11.38464 -6.59722
H: -21.07641 -10.33469 -7.69879
H: -20.26766 -10.97197 -6.26526
H: -19.33302 -16.46050 -8.00250
H: -18.87696 -15.68141 -6.71409
C: -23.98324 -8.54872 -10.05976
C: -23.27619 -9.87743 -10.03804
C: -24.14838 -10.96404 -10.60955
O: -22.10870 -9.76026 -10.87444
H: -24.32401 -8.32153 -11.07291
H: -23.33330 -7.72022 -9.75205
H: -24.83646 -8.49028 -9.37950
H: -22.94785 -10.07566 -9.01322
H: -23.64591 -11.93128 -10.56646
H: -24.42787 -10.73662 -11.63703
H: -25.06343 -11.04157 -10.01575
H: -21.87287 -8.82862 -10.87275
C: -17.03021 -11.08004 -8.31185
C: -17.15964 -10.22559 -9.56137
C: -18.39966 -10.54063 -10.35390
O: -17.16917 -8.83876 -9.18793
H: -16.28982 -10.70249 -7.59894
H: -16.74807 -12.11765 -8.50145
H: -17.95412 -11.06754 -7.72236
H: -16.27209 -10.44441 -10.16645
H: -18.38376 -10.02810 -11.31956
H: -19.38503 -10.35452 -9.92640
H: -18.40514 -11.61132 -10.59011
H: -16.28702 -8.47995 -9.30739

Computed properties:
Structure (SMILES): COC[C@H](C)N.COC[C@H](C)N.COC[C@H](C)N.COC[C@H](C)N.COCCNCCOC.CC(C)O.CC(C)O
Energy above the lowest of the compared OMol25 structures with the same formula, charge and spin, kcal per mole: 0.0
Highest occupied orbital energy, eV: -9.008
E, a.u.: -1987.35266

# 2
Molecular formula: C3H8NO2S
Method: DFT, ωB97M-V/def2-TZVPD

Geometry (Å):
C: -1.04757 0.04205 -0.34144
C: 2.36602 -1.12076 0.17939
C: 1.31594 -0.07750 0.09064
N: -2.05851 -0.80399 -0.61021
O: -1.14238 1.17361 0.10782
O: 0.09113 -0.68639 -0.43052
S: -3.04406 3.73953 0.75985
H: 2.48559 -1.51724 -0.91304
H: 3.25176 -0.64926 0.32437
H: 2.14851 -2.08458 0.84838
H: 1.86017 0.79470 -0.61107
H: 1.08918 0.42341 0.96287
H: -2.10957 -1.74169 -1.13502
H: -2.90881 -0.24695 -0.36998
H: -2.29739 2.75506 1.13795

Computed properties:
Energy above the lowest of the compared OMol25 structures with the same formula, charge and spin, kcal per mole: 134.1
Highest occupied orbital energy (spin up / spin down), eV: -13.991 / -14.195
E, a.u.: -722.08767
Total charge: +1

# 3
Molecular formula: C3H6O2
Method: DFT, ωB97M-V/def2-TZVPD

Geometry (Å):
O: -1.32230 0.59382 -0.89457
C: -0.95621 -0.15368 0.24938
C: 0.48018 -0.60535 0.06240
C: 1.51067 0.50281 -0.03676
O: 2.69228 0.27387 -0.12961
H: -2.23269 0.89281 -0.78295
H: -1.59494 -1.04265 0.36881
H: -1.05578 0.44746 1.16780
H: 0.55447 -1.19170 -0.86113
H: 0.78305 -1.26673 0.88262
H: 1.14126 1.54934 -0.02600

Computed properties:
Structure (SMILES): O=CCCO
Energy above the lowest of the compared OMol25 structures with the same formula, charge and spin, kcal per mole: 26.6
Highest occupied orbital energy, eV: -9.746
E, a.u.: -268.36282

# 4
Molecular formula: C31H31NO19P
Method: DFT, ωB97M-V/def2-TZVPD

Geometry (Å):
C: -4.31493 -1.21877 -0.05161
C: -3.27506 -1.89965 0.97246
C: -2.70463 -0.87258 2.02906
C: -1.36257 -0.21540 1.60739
N: -0.80569 -0.47318 0.37625
C: 0.40746 0.08437 -0.03565
C: 0.98357 -0.30001 -1.43183
O: 1.59930 -1.61620 -1.46497
C: 1.78321 -2.16470 -0.17596
C: 2.99584 -1.82916 0.76406
O: 0.95222 -2.95259 0.20268
C: 1.17459 0.97915 0.79315
C: 0.62800 1.30126 2.13477
C: 1.47546 2.25489 3.01385
O: 2.50607 1.87408 3.51543
O: 1.06367 3.54106 3.19817
C: 2.06563 4.34035 3.86800
C: -0.63050 0.68518 2.53894
P: -1.36427 0.98251 4.21368
O: -0.72753 2.08281 4.98289
O: -1.18442 -0.43362 5.08588
O: -2.98476 1.29586 4.12399
H: -3.78717 -0.40211 -0.61370
H: -4.71416 -1.96458 -0.78742
H: -5.13655 -0.78128 0.58512
H: -3.86487 -2.68265 1.52752
H: -2.48600 -2.46386 0.40298
H: -3.51781 -0.11098 2.20681
H: -2.51738 -1.45307 2.97943
H: -1.25012 -1.09186 -0.31193
H: 1.79999 0.42883 -1.70509
H: 0.16637 -0.19320 -2.19945
H: 2.54175 -1.40349 1.70524
H: 3.56947 -0.98801 0.28891
H: 3.62330 -2.71669 1.01182
H: 2.16153 1.42470 0.44838
H: 3.04577 4.32127 3.32882
H: 1.75673 5.42129 3.92850
H: 2.15331 3.98564 4.92944
H: -0.32170 -0.79760 4.79221
H: -3.19139 2.02123 4.74984
C: -1.83221 -7.08602 -2.49289
C: -1.98067 -5.75879 -2.47898
C: -3.19215 -5.11423 -1.88618
O: -3.27927 -3.89516 -1.87689
C: -4.23349 -5.97959 -1.34149
C: -4.08829 -7.30963 -1.35761
C: -2.86444 -7.95397 -1.92559
O: -2.76419 -9.16439 -1.90402
O: -5.03384 -8.12495 -0.86450
O: -1.04395 -4.93937 -2.99820
H: -0.95966 -7.56396 -2.91675
H: -5.11258 -5.50128 -0.93177
H: -4.69149 -9.03148 -0.99240
H: -1.38510 -4.03599 -2.86428
C: -2.33853 5.57512 -1.41166
C: -1.10648 5.08084 -1.25233
C: -0.88223 3.68781 -0.76086
O: 0.25910 3.26704 -0.64653
C: -2.05291 2.88008 -0.42900
C: -3.28578 3.37386 -0.58430
C: -3.51178 4.75846 -1.10222
O: -4.64864 5.16019 -1.24502
O: -4.37538 2.64887 -0.28274
O: -0.01220 5.81559 -1.52858
H: -2.51410 6.58069 -1.76862
H: -1.87696 1.88068 -0.05760
H: -5.13877 3.22697 -0.48330
H: 0.74904 5.23724 -1.33456
C: 6.38026 1.30639 -3.27177
C: 5.31771 0.84160 -2.61019
C: 4.92263 1.39697 -1.27985
O: 3.92749 0.95441 -0.71522
C: 5.74668 2.44835 -0.70088
C: 6.81537 2.91450 -1.35993
C: 7.19687 2.38006 -2.70371
O: 8.16181 2.84230 -3.27597
O: 7.58885 3.87945 -0.84568
O: 4.55260 -0.15117 -3.11505
H: 6.67548 0.91493 -4.23568
H: 5.45848 2.82748 0.27011
H: 8.28821 4.03861 -1.51045
H: 3.85278 -0.30774 -2.45496

Computed properties:
Energy above the lowest of the compared OMol25 structures with the same formula, charge and spin, kcal per mole: 69.9
Highest occupied orbital energy, eV: -11.570
E, a.u.: -3025.35359
Total charge: +1

# 5
Molecular formula: C5H8Cl2O
Method: DFT, ωB97M-V/def2-TZVPD

Geometry (Å):
C: -1.33901 0.97665 -0.18439
C: -2.46857 0.37848 -0.01655
C: 0.78358 -0.75099 1.14010
C: 1.66066 0.71526 -0.76218
C: 0.65383 -0.28064 -0.26960
O: 0.32619 -1.17611 -1.18282
Cl: -4.07671 1.06068 0.20182
Cl: -2.56686 -1.38006 -0.03641
H: -1.23327 2.09807 -0.02890
H: -0.02295 -1.01415 1.67362
H: 1.28269 0.03074 1.69078
H: 1.57529 -1.57910 1.30770
H: 2.17646 0.39115 -1.63007
H: 2.34166 1.00782 -0.05907
H: 1.10557 1.48723 -1.07191
H: -0.19856 -1.96503 -0.77212

Computed properties:
Energy above the lowest of the compared OMol25 structures with the same formula, charge and spin, kcal per mole: 75.5
2S+1: 3
Highest occupied orbital energy (spin up / spin down), eV: -5.784 / -9.868
E, a.u.: -1190.69631
⟨S²⟩: 2.0158

# 6
Molecular formula: C6H14O2
Method: DFT, ωB97M-V/def2-TZVPD

Geometry (Å):
C: -1.48037 -1.51734 0.91172
C: -0.42501 -1.42301 -0.16162
C: 0.54313 -2.33842 -0.25971
C: -1.67332 -0.06462 -1.66091
C: -0.51445 -0.23707 -1.03120
C: 0.72475 0.56679 -1.23162
H: -2.44586 -1.28878 0.50735
H: -1.28117 -0.66824 1.60037
H: -1.34616 -2.49414 1.39698
H: 1.37472 -2.32533 -0.94924
H: 0.52210 -3.13482 0.48905
H: -1.74828 0.62550 -2.50728
H: -2.64096 -0.53040 -1.60059
H: 0.65471 1.45877 -1.86458
H: 1.34796 -0.05428 -1.90657
H: 1.38912 0.70756 -0.38442
H: 1.63140 1.29631 2.01719
H: 0.59519 1.67908 2.80303
O: 1.00556 0.81957 2.60445
H: 0.83806 2.89689 1.06327
H: 1.32393 2.85810 -0.35765
O: 1.60496 3.16788 0.52199

Computed properties:
Structure (SMILES): C=C(C)C(=C)C.O.O
Energy above the lowest of the compared OMol25 structures with the same formula, charge and spin, kcal per mole: 58.2
Highest occupied orbital energy, eV: -8.802
E, a.u.: -387.41479